78
Properties=species:S:1:pos:R:3:forces:R:3:mulliken_charge:R:1 method="wB97M-V/def2-TZVPD" energy_ha=-3266.22511 max_force_ev_per_a=4.098 s2=2.0129 homo_ev="-2.15 / -2.15" e_above_lowest_kcal_mol=54.4 spin_multiplicity=3 total_charge=-2 homo_lumo_gap_ev="6.4357 / 6.4435" lumo_ev="4.285 / 4.290"
V 0.334 1.018 0.209 0.9 -0.4 0.3 -0.34
O 0.324 1.282 2.118 -0.9 -0.6 -0.4 -0.01
C 1.124 1.929 2.885 0.7 0.8 0.5 0.76
C 1.056 1.739 4.295 -2.2 -1.9 0.0 -1.00
C 2.002 2.146 5.191 0.3 0.0 0.5 -0.21
C 3.052 2.960 4.735 -0.2 0.4 -0.2 -0.90
C 3.005 3.343 3.408 0.1 -0.1 -1.6 -0.70
C 2.089 2.846 2.434 0.6 0.1 0.3 0.63
C 2.339 3.162 0.992 -0.7 -0.6 1.7 -0.65
N 1.898 2.503 0.019 -0.6 -1.4 -0.9 0.64
C 2.177 2.808 -1.394 -0.3 1.8 0.6 -1.15
C 1.851 1.651 -2.343 0.6 0.3 0.5 -1.04
N 0.573 1.058 -2.057 2.0 0.1 2.2 0.56
C -0.441 1.205 -2.746 -1.0 0.4 -1.8 -1.15
C -1.722 0.797 -2.139 -1.8 0.9 -0.1 1.91
C -2.920 1.064 -3.096 1.8 0.1 1.5 -1.37
C -3.861 1.938 -2.777 -1.4 0.0 0.4 -0.36
C -3.990 2.589 -1.444 -1.7 1.2 -1.4 -0.58
C -3.069 2.469 -0.519 -0.4 -0.9 0.7 -1.81
C -1.913 1.581 -0.683 1.0 -1.6 0.5 1.95
O -0.848 2.371 -0.317 0.7 0.3 -0.1 -0.79
H 0.169 1.077 4.591 1.5 0.9 -0.2 0.21
H 1.952 1.784 6.238 0.0 0.4 -0.7 0.33
H 3.844 3.305 5.401 -0.2 -0.1 -0.2 0.33
H 3.779 3.931 2.916 0.2 0.1 0.6 0.28
H 2.889 4.044 0.831 1.2 1.2 -0.3 0.41
H 3.232 3.149 -1.527 -0.7 -0.5 0.1 0.60
H 1.511 3.675 -1.635 0.3 -0.6 -0.1 0.42
H 2.638 0.924 -2.219 0.2 -0.4 0.0 0.21
H 1.924 2.079 -3.327 -0.2 0.1 -0.9 0.49
H -0.341 1.714 -3.747 -0.5 -0.3 0.7 0.20
H -2.862 0.597 -4.047 -0.2 -0.4 -0.8 0.53
H -4.722 2.089 -3.453 0.6 0.0 0.1 0.31
H -4.888 3.261 -1.312 1.1 -0.8 -0.1 0.25
H -3.108 2.914 0.469 -0.1 0.3 -0.2 0.62
O 4.570 1.474 -0.758 0.5 1.3 -1.6 -0.72
C 4.304 0.823 0.245 -0.5 -1.7 0.5 0.00
O 4.306 1.134 1.433 0.0 0.2 0.7 -0.69
C 4.038 -0.673 -0.093 0.5 -0.8 0.9 0.83
C 5.181 -1.436 -0.137 0.6 -0.2 -0.3 -0.02
C 5.111 -2.817 -0.450 -1.8 0.7 -0.2 -0.71
C 3.866 -3.397 -0.763 1.3 0.6 0.2 -0.49
C 2.700 -2.669 -0.609 0.2 0.0 0.6 -0.41
C 2.749 -1.331 -0.149 -2.3 3.3 0.6 -0.12
O 1.663 -0.609 0.143 1.8 -1.7 -0.8 0.02
N 1.447 -3.324 -0.987 -1.1 1.2 -0.1 0.94
O 0.340 -3.016 -0.525 1.8 -0.3 0.0 -0.49
O 1.568 -4.107 -1.906 -0.1 -1.0 -0.5 -0.66
N 6.272 -3.620 -0.469 1.3 -0.8 0.9 0.94
O 7.357 -3.142 -0.113 -0.6 0.3 -0.4 -0.65
O 6.185 -4.820 -0.730 -0.3 0.1 -0.4 -0.67
H 6.193 -1.001 0.023 -1.0 -0.2 -0.1 0.45
H 3.898 -4.378 -1.170 -0.4 -0.7 0.0 0.62
C -4.734 -3.252 -2.592 2.0 -1.3 -1.6 -0.47
C -3.355 -3.495 -2.872 -2.2 -1.3 0.3 -0.70
C -2.405 -2.660 -2.402 0.5 0.4 -0.5 -0.59
C -2.757 -1.483 -1.737 0.2 -0.3 0.7 0.03
C -4.085 -1.261 -1.377 1.0 -1.8 -1.6 -0.09
C -5.052 -2.162 -1.860 -1.0 1.3 0.9 -1.25
C -1.647 -0.560 -1.346 -0.6 -0.1 -1.0 0.53
C -1.663 0.112 -0.003 -0.6 1.9 0.4 1.09
C -2.388 -0.408 1.202 0.0 1.1 -1.5 -0.24
C -3.548 0.207 1.700 0.2 0.0 0.9 0.05
C -4.060 -0.202 2.917 -0.5 0.1 0.6 -0.93
C -3.577 -1.357 3.572 -0.8 0.9 -0.5 -0.63
C -2.547 -2.060 3.007 0.8 0.7 -0.9 -0.93
C -1.921 -1.513 1.871 0.5 -1.6 0.5 -0.17
H -5.443 -3.936 -3.067 -0.1 0.3 0.5 0.34
H -3.088 -4.456 -3.305 0.1 0.2 -0.3 0.37
H -1.385 -2.944 -2.626 0.3 0.4 0.3 0.33
H -4.249 -0.419 -0.783 -0.8 1.1 0.8 0.52
H -6.111 -2.010 -1.674 0.0 0.3 0.3 0.34
H -0.730 -1.079 -1.564 0.5 -0.3 -0.1 0.77
H -4.035 1.057 1.241 0.3 0.0 -0.2 0.46
H -4.832 0.468 3.360 0.4 -1.0 -0.2 0.28
H -4.044 -1.708 4.460 -0.3 -0.1 0.7 0.42
H -2.141 -2.957 3.453 0.0 -0.1 0.1 0.41
H -1.031 -2.014 1.493 -0.1 0.2 0.0 0.30

15
Properties=species:S:1:pos:R:3:forces:R:3:mulliken_charge:R:1 method="wB97M-V/def2-TZVPD" energy_ha=-541.36194 smiles="O=[N+]([O-])c1nn[nH]n1.C=C" max_force_ev_per_a=4.208 homo_ev=-10.18 e_above_lowest_kcal_mol=123.8 spin_multiplicity=1 homo_lumo_gap_ev=9.5514 lumo_ev=-0.627
O 0.609 1.959 -1.048 -0.2 0.6 -0.8 -0.48
N 1.162 1.585 -0.066 0.4 1.3 3.3 0.98
O 1.263 2.157 1.047 -0.3 -0.3 -2.1 -0.51
C 1.686 0.277 -0.009 0.2 -3.8 -1.7 0.30
N 2.803 -0.230 -0.669 -1.0 0.9 1.2 -0.17
N 2.773 -1.498 -0.445 -0.3 -0.3 0.0 -0.34
N 1.635 -1.769 0.191 0.1 -0.2 0.7 0.17
N 0.908 -0.692 0.456 1.0 0.5 0.5 -0.24
H 1.466 -2.671 0.699 0.2 1.2 -1.1 0.29
C -2.749 -0.408 -0.124 1.5 -0.7 1.7 -0.48
C -2.025 0.689 0.041 -0.3 -0.9 2.8 -0.55
H -3.248 -0.687 -1.005 -0.6 0.2 -1.2 0.27
H -2.702 -1.214 0.611 -0.2 0.3 0.1 0.22
H -1.507 1.076 0.960 -0.5 -1.2 -0.7 0.26
H -2.074 1.426 -0.638 -0.1 2.4 -2.7 0.28

10
Properties=species:S:1:pos:R:3:forces:R:3:mulliken_charge:R:1 method="wB97M-V/def2-TZVPD" energy_ha=-581.27296 max_force_ev_per_a=7.418 s2=2.0057 homo_ev="-4.95 / -8.88" e_above_lowest_kcal_mol=115.5 spin_multiplicity=3 homo_lumo_gap_ev="5.2793 / 4.3837" lumo_ev="0.324 / -4.496"
C -0.311 0.512 -1.151 -0.9 0.3 -0.4 -0.19
C 1.349 -1.209 1.717 3.3 3.2 -5.8 -0.29
N -1.404 0.242 -1.877 0.1 0.9 1.0 -0.26
O -0.566 1.739 -0.619 0.8 -0.5 0.1 -0.44
O 0.457 -1.947 1.812 -5.4 -4.4 1.5 -0.47
I 2.473 -0.664 3.341 1.7 1.0 2.2 0.37
H 1.620 -0.743 0.686 0.4 0.2 2.1 0.40
H -1.623 -0.680 -2.144 0.2 -1.0 -0.4 0.26
H -2.207 0.841 -1.684 0.0 -0.1 -0.3 0.21
H 0.212 1.909 -0.082 -0.1 0.3 0.1 0.40

15
Properties=species:S:1:pos:R:3:forces:R:3:mulliken_charge:R:1 method="wB97M-V/def2-TZVPD" energy_ha=-868.26309 max_force_ev_per_a=4.625 homo_ev=-9.05 e_above_lowest_kcal_mol=57.7 spin_multiplicity=1 homo_lumo_gap_ev=9.3066 lumo_ev=0.252
N -2.091 -2.901 -1.414 0.0 0.0 0.0 -0.44
C -1.928 -1.769 -1.268 0.1 -0.5 -0.1 0.12
C -1.700 -0.394 -1.119 1.5 3.5 2.1 -0.63
C -0.630 0.056 -0.254 0.5 0.6 -0.8 0.81
C 0.396 -0.852 0.440 -0.6 1.8 2.2 -0.71
N 1.719 -0.213 0.543 -0.4 1.5 1.4 -0.42
S 1.442 1.415 1.066 -3.6 -2.5 -1.5 1.01
O 1.018 1.412 2.433 0.6 0.1 -1.1 -0.50
O 2.318 2.363 0.502 0.5 0.1 0.0 -0.50
N -0.112 1.356 -0.006 -2.0 -1.3 -1.0 -0.33
H -2.483 0.337 -1.554 1.6 -1.3 0.8 0.22
H 0.222 -0.930 1.536 -1.0 -0.6 -0.8 0.26
H 0.376 -1.760 -0.048 0.6 -2.2 -0.7 0.54
H 2.165 -0.134 -0.326 0.9 0.2 -1.6 0.33
H -0.714 2.013 -0.533 1.4 0.6 1.1 0.22

17
Properties=species:S:1:pos:R:3:forces:R:3:mulliken_charge:R:1 method="wB97M-V/def2-TZVPD" energy_ha=-513.13490 smiles="C[C@@H](c1ccco1)[N+](=O)[O-]" max_force_ev_per_a=5.856 homo_ev=-8.91 e_above_lowest_kcal_mol=111.8 spin_multiplicity=1 homo_lumo_gap_ev=9.2613 lumo_ev=0.348
C -0.569 -1.201 1.820 1.2 2.9 -0.1 -1.13
C -0.358 0.472 1.116 -0.1 -5.7 1.5 -0.18
C 0.010 0.422 -0.304 1.8 2.7 -0.9 0.25
C 0.674 1.459 -0.957 0.2 1.8 2.1 -0.43
C 0.717 1.163 -2.296 -1.0 -2.3 -1.4 -0.30
C 0.084 -0.061 -2.441 1.2 1.3 -0.9 -0.38
O -0.341 -0.495 -1.233 -0.2 -0.8 0.1 -0.31
N -1.718 0.982 1.280 0.8 1.9 1.7 1.03
O -1.881 1.675 2.281 -0.4 -0.4 -0.3 -0.62
O -2.527 0.754 0.435 -1.0 -0.4 -0.7 -0.56
H -1.343 -1.650 1.223 -0.4 -0.3 0.3 0.37
H 0.357 -1.766 1.825 0.3 0.1 -1.1 0.34
H -0.657 -1.096 2.921 -1.1 0.3 -0.8 0.37
H 0.349 0.851 1.860 -0.4 0.7 -0.8 0.42
H 1.075 2.481 -0.626 -0.8 -2.0 0.2 0.30
H 1.132 1.733 -3.087 0.3 0.3 -0.5 0.43
H 0.055 -0.638 -3.393 -0.6 0.0 1.5 0.38

14
Properties=species:S:1:pos:R:3:forces:R:3:mulliken_charge:R:1 method="wB97M-V/def2-TZVPD" energy_ha=-345.35946 max_force_ev_per_a=6.898 homo_ev=-7.93 e_above_lowest_kcal_mol=104.0 spin_multiplicity=1 homo_lumo_gap_ev=8.2363 lumo_ev=0.311
C -1.930 -0.131 0.031 -1.7 -1.0 0.7 -0.28
C -0.900 -1.281 -0.040 -1.2 1.5 -1.7 -0.67
C 0.312 -0.662 -0.134 -4.1 -4.6 -0.8 0.35
C 2.321 -0.221 -0.115 5.6 -2.3 3.3 0.05
C 1.761 0.944 -0.049 -0.2 6.7 1.3 -0.50
C 0.305 0.733 -0.257 -1.4 0.8 0.9 0.45
C -1.025 1.164 -0.278 1.1 -3.5 1.1 -0.79
H -3.243 -0.403 -0.449 4.5 1.2 1.0 0.30
H -2.173 -0.374 1.188 0.4 1.6 -2.0 0.23
H -1.335 -2.238 -0.355 1.0 0.1 0.8 0.35
H 3.421 -0.359 0.452 -3.0 -0.2 -2.4 0.24
H 2.326 1.994 0.479 -1.8 -3.5 -2.3 0.18
H -1.328 2.148 -0.256 -0.8 1.9 0.1 0.46
O 1.487 -1.313 -0.216 1.6 1.2 0.1 -0.37